A structure of composition C39H39F9N6O2P2S2Sc, computed with the ωB97M-V functional and the def2-TZVPD basis.

Results
HOMO-LUMO gap   8.0 eV
Charge   +1
ΔE to the lowest compared entry with this formula, charge and spin   0.000 eV
Lowest unoccupied orbital energy   -2.654 eV
Highest occupied orbital energy   -10.651 eV

Cartesian coordinates (Å):
Sc (2.037, -0.314, -0.562)
N (4.188, -3.141, -3.250)
C (3.616, -2.045, -2.669)
S (4.056, -1.747, -0.993)
N (2.789, -1.353, -3.393)
N (2.278, -0.260, -2.705)
C (2.067, 0.789, -3.400)
C (1.920, 2.115, -2.819)
C (1.519, 3.171, -3.648)
C (1.597, 4.481, -3.231)
C (2.145, 4.759, -1.978)
C (2.572, 3.742, -1.148)
C (2.438, 2.407, -1.532)
O (2.838, 1.437, -0.702)
H (5.000, -3.522, -2.795)
H (4.191, -3.157, -4.259)
H (2.164, 0.709, -4.483)
H (1.153, 2.939, -4.641)
H (1.270, 5.285, -3.874)
H (2.245, 5.786, -1.654)
H (3.013, 3.953, -0.182)
F (-1.923, 7.874, -1.759)
C (-1.907, 6.819, -2.585)
F (-0.997, 7.077, -3.550)
F (-3.108, 6.751, -3.186)
C (-1.571, 5.539, -1.868)
C (-1.007, 5.563, -0.605)
C (-0.650, 4.372, 0.012)
C (-0.858, 3.159, -0.631)
C (-1.422, 3.150, -1.908)
C (-1.784, 4.332, -2.522)
P (-0.397, 1.546, 0.100)
C (-0.039, 1.959, 1.853)
C (1.305, 2.024, 2.232)
C (1.656, 2.241, 3.553)
C (0.663, 2.399, 4.510)
C (-0.673, 2.382, 4.145)
C (-1.020, 2.166, 2.818)
C (1.075, 2.582, 5.947)
F (0.023, 2.652, 6.773)
F (1.807, 3.694, 6.114)
F (1.838, 1.540, 6.353)
C (-2.053, 0.768, 0.204)
C (-2.168, -0.603, 0.032)
C (-3.403, -1.232, 0.141)
C (-4.530, -0.478, 0.413)
C (-4.439, 0.902, 0.558)
C (-3.207, 1.519, 0.450)
C (-5.886, -1.130, 0.516)
F (-6.558, -0.680, 1.589)
F (-6.636, -0.862, -0.566)
F (-5.794, -2.464, 0.624)
H (-0.848, 6.506, -0.101)
H (-0.210, 4.400, 1.002)
H (-1.587, 2.209, -2.422)
H (-2.228, 4.321, -3.509)
H (2.083, 1.907, 1.485)
H (2.699, 2.283, 3.842)
H (-1.441, 2.526, 4.893)
H (-2.067, 2.129, 2.552)
H (-1.283, -1.184, -0.196)
H (-3.491, -2.303, 0.008)
H (-5.328, 1.486, 0.754)
H (-3.143, 2.597, 0.535)
O (1.253, -1.008, 1.272)
S (0.741, -2.115, 2.199)
C (2.054, -2.362, 3.439)
C (1.576, -1.750, 4.758)
C (0.049, -1.808, 4.738)
C (-0.353, -1.282, 3.366)
H (2.935, -1.886, 3.011)
H (2.232, -3.434, 3.504)
H (1.907, -0.712, 4.831)
H (1.992, -2.290, 5.606)
H (-0.402, -1.203, 5.523)
H (-0.299, -2.834, 4.876)
H (-0.117, -0.220, 3.258)
H (-1.385, -1.463, 3.076)
C (1.081, -5.917, -2.416)
N (1.030, -5.673, -0.974)
C (-0.357, -5.767, -0.531)
N (-1.274, -4.890, -1.257)
C (-1.148, -5.162, -2.689)
N (0.215, -5.030, -3.186)
C (0.689, -3.651, -3.147)
P (0.730, -2.946, -1.416)
C (1.626, -4.387, -0.638)
C (-1.004, -3.489, -0.969)
H (0.759, -6.945, -2.595)
H (2.109, -5.806, -2.762)
H (-0.409, -5.534, 0.536)
H (-0.691, -6.795, -0.677)
H (-1.802, -4.484, -3.241)
H (-1.481, -6.186, -2.867)
H (0.048, -3.022, -3.769)
H (1.693, -3.606, -3.563)
H (1.653, -4.272, 0.449)
H (2.661, -4.361, -0.989)
H (-1.709, -2.873, -1.537)
H (-1.189, -3.309, 0.096)

A structure of composition C39H39N8PtSi2, computed with the ωB97M-V functional and the def2-TZVPD basis.

Results
HOMO-LUMO gap (alpha / beta)   5.0 / 5.2 eV
Charge   +1
Lowest unoccupied orbital energy (alpha / beta)   -5.786 / -5.604 eV
Highest occupied orbital energy (alpha / beta)   -10.832 / -10.794 eV

Cartesian coordinates (Å):
Pt (-0.550, -1.294, -0.253)
C (-3.065, -3.747, -0.105)
Si (-1.667, -3.174, -1.299)
C (-0.723, -4.748, -1.898)
C (-2.477, -2.360, -2.835)
C (-3.206, -3.158, -3.707)
C (-3.824, -2.610, -4.816)
C (-3.710, -1.252, -5.068)
C (-2.984, -0.451, -4.205)
C (-2.370, -0.994, -3.085)
Si (-1.482, 0.221, -1.886)
C (-2.822, 1.376, -1.126)
C (-0.300, 1.371, -2.884)
H (-3.760, -4.382, -0.649)
H (-3.626, -2.909, 0.299)
H (-2.672, -4.322, 0.728)
H (-1.452, -5.438, -2.315)
H (-0.213, -5.265, -1.090)
H (-0.002, -4.522, -2.679)
H (-3.300, -4.217, -3.515)
H (-4.393, -3.239, -5.484)
H (-4.190, -0.819, -5.933)
H (-2.902, 0.606, -4.408)
H (-3.458, 1.749, -1.925)
H (-2.379, 2.230, -0.622)
H (-3.451, 0.853, -0.413)
H (-0.898, 2.120, -3.392)
H (0.259, 0.827, -3.635)
H (0.405, 1.899, -2.251)
N (1.534, -3.142, -0.315)
C (1.281, -3.967, 0.757)
C (1.983, -5.202, 0.886)
C (1.792, -5.986, 1.989)
C (0.857, -5.611, 2.962)
C (0.084, -4.443, 2.835)
C (-0.916, -4.094, 3.756)
C (-1.665, -2.922, 3.533)
C (-1.423, -2.158, 2.432)
N (-0.457, -2.485, 1.511)
C (0.301, -3.598, 1.702)
H (1.664, -2.142, -0.133)
H (2.185, -3.510, -0.991)
H (2.686, -5.485, 0.117)
H (2.358, -6.896, 2.118)
H (0.688, -6.246, 3.816)
H (-1.089, -4.707, 4.625)
H (-2.424, -2.624, 4.238)
H (-1.988, -1.252, 2.233)
C (2.654, 0.452, 1.270)
C (2.724, 0.352, -0.202)
N (1.981, -0.439, -0.948)
C (2.394, -0.260, -2.238)
C (3.385, 0.669, -2.270)
N (3.596, 1.050, -0.970)
C (4.518, 2.062, -0.520)
N (3.815, 3.137, 0.105)
N (3.955, 3.393, 1.422)
N (3.212, 4.348, 1.767)
C (2.510, 4.790, 0.683)
C (1.584, 5.819, 0.527)
C (1.056, 5.999, -0.729)
C (1.408, 5.176, -1.808)
C (2.326, 4.157, -1.683)
C (2.887, 3.989, -0.424)
H (1.995, -0.324, 1.650)
H (2.243, 1.418, 1.561)
H (3.637, 0.348, 1.727)
H (1.968, -0.823, -3.042)
H (3.953, 1.079, -3.082)
H (5.085, 2.410, -1.391)
H (5.205, 1.654, 0.231)
H (1.311, 6.443, 1.359)
H (0.354, 6.798, -0.904)
H (0.949, 5.353, -2.767)
H (2.598, 3.535, -2.523)
N (-1.748, 6.741, 5.476)
C (-1.578, 5.786, 4.867)
C (-1.351, 4.632, 4.082)
C (-0.100, 4.010, 4.105)
C (0.135, 2.919, 3.298)
C (-0.869, 2.428, 2.459)
C (-2.122, 3.054, 2.446)
C (-2.363, 4.145, 3.250)
C (-0.653, 1.310, 1.623)
C (-0.454, 0.359, 0.892)
H (0.681, 4.395, 4.743)
H (1.100, 2.438, 3.314)
H (-2.896, 2.677, 1.795)
H (-3.324, 4.638, 3.234)